Entry 1:
Entry from the Open Molecules 2025 dataset: a 8-piece molecular cluster, C44H111N7O13 overall (ωB97M-V with the def2-TZVPD basis set).

**Charge**: +6
**E**: -3101.824532 a.u.
**Gap between HOMO and LUMO**: 0.301 hartree

Each line ends with the Mulliken charge.
Element x y z (Å)
H -3.574 1.740 -0.225  0.63
H -5.400 5.386 -0.073  0.30
C -6.536 0.934 3.032  -0.71
C -3.081 0.789 1.589  0.85
H -6.422 0.643 4.077  0.26
H -5.200 -2.740 -0.402  0.38
H 5.910 3.378 -0.957  0.53
H -6.950 0.070 2.513  0.32
H -1.309 -2.937 -2.406  0.48
C 1.917 1.920 3.770  -0.53
H 4.179 -2.501 -3.263  -0.57
C 0.006 -4.742 -0.800  -0.64
C 3.501 -3.252 -3.669  0.50
H 3.967 3.168 0.656  0.38
O -4.295 0.068 7.993  -0.28
H 5.524 3.426 -2.585  0.48
C 4.141 -0.239 -5.724  -0.78
H -3.387 -2.363 -5.757  0.45
C 1.410 -4.661 2.557  -0.75
H -5.204 -3.386 -4.820  0.38
H 4.841 -2.855 -1.213  -0.17
H -2.341 2.385 -3.297  0.54
H 1.150 3.956 -3.233  0.97
C 1.580 3.790 -2.245  -0.29
H 3.988 0.835 -5.838  0.28
H -6.272 -0.210 8.526  0.29
N -0.893 -3.521 -0.523  0.95
H 0.138 -2.231 4.098  0.12
H -1.022 -2.876 5.230  0.47
C 6.626 0.801 -2.323  -0.81
H -4.746 -3.524 1.128  0.41
H -1.052 1.030 7.622  0.30
H 2.561 -0.214 -2.729  -0.42
H 2.563 1.859 -2.608  -0.76
C 0.766 1.434 -6.321  -0.84
H 2.167 0.612 -4.178  0.16
H -1.678 -0.772 -4.959  0.02
C -4.402 -3.260 0.128  -1.13
H 0.845 1.945 3.962  0.21
C 3.083 3.754 6.997  -1.14
H 1.883 -5.517 0.052  0.76
C 3.666 -4.455 -2.784  -1.07
C -4.703 4.569 -0.258  -0.60
H -4.656 4.500 -1.344  0.30
H 3.926 5.302 -0.531  0.39
H -5.017 -2.557 -3.251  0.05
C 1.723 -1.430 -4.150  -0.35
O -5.281 1.401 2.409  -0.48
O 3.375 -4.223 -1.401  -0.06
H 7.482 1.033 -1.689  0.38
H 5.914 -1.250 -2.853  -0.46
H 0.499 -4.719 -1.772  0.36
H -0.697 -5.572 -0.738  0.47
C 5.361 1.274 -1.669  0.46
H 1.414 -3.446 -3.738  0.60
H 5.166 -0.482 -6.002  0.31
C 0.640 -0.149 -0.532  -0.76
H 3.489 1.702 -0.136  0.29
C -2.157 -3.019 3.016  -0.51
H 7.505 -1.187 -2.910  0.43
H 3.378 -0.680 -6.365  0.26
H 2.080 2.375 2.793  0.04
C -2.011 0.640 7.281  -0.50
C -3.695 -1.340 -5.542  -0.64
N -3.233 2.023 0.682  -0.15
H 3.734 2.337 4.753  0.42
H -7.224 1.779 3.056  0.32
H -4.119 -0.374 2.863  0.58
H 0.866 3.361 -1.543  -0.71
H 2.040 5.892 -2.389  0.38
H -2.508 -4.120 -1.767  0.50
C -2.820 -2.027 -1.091  -0.21
H 2.186 -5.426 2.595  0.40
N 2.812 2.749 4.718  -0.09
O 0.763 -1.348 -0.991  -0.56
H 4.073 -3.077 0.213  0.27
C 5.273 2.871 -1.682  -1.25
H -5.217 -1.024 9.670  0.35
H 5.385 -4.218 -0.404  0.43
H 3.207 4.669 6.417  0.39
C -0.683 1.987 -4.588  0.14
C 3.635 4.858 -1.483  -0.49
H -1.496 4.882 -0.001  0.26
N -2.952 0.793 -4.388  -0.03
H 6.679 -1.075 -1.249  0.39
H -3.737 -0.686 -6.413  0.37
H -1.497 -3.280 2.189  0.14
O 0.644 0.915 -1.200  0.26
C -5.282 -0.180 8.983  -0.88
H -2.492 -0.104 9.243  0.42
C 2.626 -0.306 -3.813  0.60
C -5.356 -2.451 -4.281  -0.57
H -1.157 2.392 0.099  -0.10
H -1.013 2.844 -5.176  0.75
H 1.371 -0.559 1.618  0.69
H -0.618 0.152 5.056  0.13
H 0.182 1.960 -7.076  0.41
H -1.279 -3.472 0.409  0.01
O 3.940 -0.522 -4.383  -0.29
O 0.457 -4.949 1.525  -0.38
C -0.780 -1.994 4.636  -0.45
H -3.801 0.884 -3.849  0.51
H 1.318 0.599 -6.751  0.26
H 1.983 -2.548 -2.392  -0.25
H 0.103 2.460 -4.000  -0.76
H 1.522 2.109 -5.919  0.30
C 6.713 -0.764 -2.293  -0.63
H 2.253 3.025 0.027  0.40
H -4.907 -0.318 1.391  0.34
C -1.957 -3.200 -1.570  -0.88
H -4.273 -4.192 -0.424  0.30
H 0.718 -1.180 -3.809  -0.47
H -1.527 -1.456 7.278  0.48
C -3.018 0.493 8.499  -0.71
H 2.916 3.673 4.322  0.46
H -2.624 -1.071 6.155  0.41
C -2.339 4.202 -0.130  -0.60
H -4.056 2.504 1.017  0.50
H -2.416 1.256 6.478  0.40
H 1.669 -1.756 -5.189  0.92
C 4.460 -3.679 -0.609  -0.38
H -6.428 -2.483 -4.086  0.37
H 0.424 0.914 1.358  -0.19
H 1.648 -3.874 0.184  -0.19
N -1.763 -0.762 6.583  -0.16
H -3.119 -2.825 2.542  -0.13
H -2.558 0.038 0.996  -0.86
C -2.004 2.900 0.562  -0.02
H -5.166 3.694 0.197  0.24
O -3.426 4.867 0.368  -0.42
H 2.987 -5.180 -3.234  0.44
H 3.720 -3.482 -4.711  0.42
H 4.443 0.867 -2.093  -0.08
H -0.225 -2.763 -0.516  -0.35
H -3.578 -1.578 -1.733  0.82
H 6.671 1.276 -3.303  0.49
H 2.283 0.904 3.919  0.39
O -5.022 -1.287 -5.019  -0.33
H -2.522 -3.869 3.592  0.49
H 4.213 5.247 -2.321  0.48
H -5.556 0.706 9.555  0.35
C -4.403 0.345 2.095  -0.86
H 4.630 -4.939 -2.936  0.46
N 2.023 -2.721 -3.386  0.36
H 5.466 0.801 -0.693  0.37
C 2.146 5.058 -1.695  -0.87
C 1.084 -4.804 0.255  -0.32
O 1.325 2.205 6.560  -0.38
C -1.838 1.484 -3.649  -0.38
C 2.287 2.834 6.139  0.53
H 2.501 3.941 7.899  0.36
H 0.858 -4.490 3.481  0.31
H -0.293 -0.696 1.329  -0.66
H -2.410 4.004 -1.199  0.35
C -0.660 -0.821 5.546  -0.61
H 3.998 3.327 7.406  0.37
H -2.452 1.070 2.434  0.02
H -1.847 3.184 1.602  0.35
N 3.819 3.324 -1.439  0.19
H -1.599 0.951 -2.729  -0.38
C 2.863 2.906 -2.569  0.41
O -0.109 0.962 -5.363  -0.31
O -3.367 -2.256 0.191  0.31
H 1.822 -3.663 2.409  0.23
H -2.672 -1.307 -3.630  -0.55
H -2.182 -1.152 -0.963  -0.47
C -2.687 -0.724 -4.551  0.42
H 1.621 5.348 -0.784  0.25
H -3.181 1.435 9.022  0.46
H -3.077 1.167 -5.318  0.55
C 3.305 2.776 -0.116  -0.94
H 0.312 -0.864 6.038  0.43
H 3.361 3.200 -3.493  0.66
C 0.575 -0.112 1.022  -0.03
O -1.773 -1.808 3.593  0.03

---

Entry 2:
Entry from the Open Molecules 2025 dataset: a 11-piece molecular cluster, C44H112N8O17 overall (ωB97M-V with the def2-TZVPD basis set).

**E**: -3460.445695 a.u.
**Gap between HOMO and LUMO**: 0.335 hartree
**SMILES**: COC[C@H](C)N.COC[C@H](C)N.COC[C@H](C)N.COC[C@H](C)N.COC[C@H](C)N.COC[C@H](C)N.COC[C@H](C)N.COC[C@H](C)N.CCOC(=O)OC.CCOC(=O)OC.CCOC(=O)OC

Each line ends with the Mulliken charge.
Element x y z (Å)
H -4.248 1.979 10.200  0.25
H -3.062 2.098 5.230  0.34
C 1.837 0.991 1.178  -1.04
H -7.683 -5.430 3.522  0.30
H -11.159 -1.546 2.442  0.33
H 6.007 11.697 7.136  0.34
C 1.399 8.295 -2.113  -0.73
C 5.435 6.872 5.314  -0.78
H -5.160 -7.209 -4.963  0.29
H 1.832 -5.566 -0.602  0.42
H -5.313 1.994 6.229  0.38
C 2.783 -6.170 -3.066  -0.84
H -11.176 -0.725 4.035  0.34
O -1.907 -0.615 -0.655  -0.31
C 1.531 5.683 -2.102  -1.30
H 9.001 3.140 -0.118  0.39
H -8.773 -1.008 2.151  0.25
H -3.724 -0.939 -1.457  0.24
H -1.751 8.859 -1.225  0.22
H 7.653 6.641 -1.359  0.34
C 7.658 -2.863 1.931  0.64
H 9.480 -3.099 4.961  0.30
O 6.285 8.020 5.307  -0.28
H -3.913 -5.893 -4.535  0.32
O 7.483 -4.066 1.706  -0.55
N 7.743 6.139 -0.488  -0.78
C -0.954 -1.061 0.186  0.82
H 7.743 11.652 7.766  0.36
H -10.805 -0.404 -2.322  0.37
H 6.794 5.827 -0.337  0.28
H -10.623 1.129 -4.503  0.26
C 6.025 8.971 6.407  -0.73
C 7.124 10.030 6.455  0.32
H 5.050 9.443 6.284  0.36
H -3.523 -0.843 4.887  0.24
H 1.047 1.711 1.395  0.31
H -3.150 -2.285 -0.375  0.31
H 3.545 -5.270 -0.708  0.22
C 7.298 -2.105 -0.436  -0.56
C 8.474 5.020 -1.002  0.42
H 3.328 -5.401 1.916  0.30
H 6.416 -3.319 4.279  0.34
C 1.238 -0.413 0.881  -0.23
C -2.870 -7.983 -3.615  -0.73
H -3.076 -8.418 -0.843  0.35
H -7.772 -1.072 3.400  0.30
O -6.700 2.248 -4.383  -0.32
H -3.838 -4.681 -8.772  0.35
H 1.148 8.543 -3.144  0.45
H 8.101 9.574 6.615  0.28
H -2.420 2.021 6.844  0.32
H 1.853 -6.403 2.258  0.33
H 6.057 8.317 7.278  0.37
H -0.932 9.292 -2.746  0.30
C -7.716 2.091 -3.518  0.78
C -7.013 -4.638 3.187  -0.76
H 0.755 5.618 -1.340  0.29
C 7.742 4.637 -2.304  -0.70
C -9.408 -1.896 3.766  0.33
H -2.779 -8.246 -4.669  0.43
H 8.565 4.380 1.032  0.39
C 6.828 11.105 7.541  -1.36
H 6.729 4.265 -2.149  0.36
H 7.306 -2.046 5.105  0.25
C -2.705 1.405 5.991  -1.49
H -0.795 -10.486 -2.588  0.29
H 2.509 1.198 0.345  0.28
C -2.221 -8.908 -1.310  -1.33
H -0.811 -1.203 -7.805  0.30
H 7.940 4.690 -5.176  0.28
H -1.815 0.855 5.687  0.40
C -4.667 -6.605 -4.200  -0.75
H 3.120 7.101 -2.494  0.31
C 2.260 7.017 -1.830  0.22
H 6.510 11.182 4.921  0.24
H -2.059 -9.857 -0.799  0.37
C 2.798 -6.064 -0.683  -0.59
H 2.254 -5.218 -3.107  0.35
N -8.719 -0.833 3.145  -0.68
H 3.522 -6.806 2.654  0.45
C -9.973 1.274 -3.640  -0.20
H 6.384 -2.667 -0.626  0.20
H 3.839 -6.013 -3.286  0.30
H 2.144 4.783 -2.048  0.32
C -2.182 -4.166 -10.119  0.54
H 5.693 6.177 4.516  0.28
N 2.652 6.955 -0.440  -0.67
H -5.033 -0.845 5.533  0.18
H 2.439 -6.745 -3.926  0.25
C -2.446 -9.236 -2.707  0.52
H -0.490 10.160 -1.254  0.27
H -3.852 -5.585 -10.284  0.38
H 2.421 1.023 2.098  0.34
N 7.340 10.683 5.209  -0.63
H -3.451 -0.208 7.114  0.28
H 1.932 9.185 -1.780  0.38
H 7.317 3.543 0.124  0.34
H -2.681 -5.961 -8.990  0.36
H 8.333 -3.850 6.085  0.39
C 3.133 -6.991 0.508  0.62
H -5.506 3.859 -3.778  0.28
H -9.155 -0.097 -2.012  0.28
C -3.204 -5.162 -9.517  -1.45
N -1.368 -4.941 -11.087  -0.68
O -1.028 -1.919 1.009  -0.57
H -1.922 -5.571 -11.650  0.26
H -4.713 2.495 -4.605  0.21
C -9.892 -0.069 -2.814  -1.06
H 5.225 -6.879 0.572  0.22
H -0.764 -4.023 -8.413  0.39
C -5.474 2.774 -3.877  -0.61
H -5.549 0.907 9.698  0.29
H 8.057 -2.690 -0.955  0.30
H -10.418 2.077 -3.052  0.33
H -2.836 -3.377 -10.491  0.15
H 2.479 -7.860 0.435  0.22
H -5.383 -6.025 -3.618  0.25
C 7.245 5.269 -4.567  -0.73
O 7.727 5.661 -3.259  -0.35
H 1.059 5.618 -3.082  0.35
C -3.799 0.527 6.389  0.59
H -1.413 -8.217 -1.074  0.26
O 0.119 -0.295 -0.010  -0.30
O 0.126 8.243 -1.366  -0.26
N 4.500 -7.566 0.418  -0.76
C 8.520 -3.609 5.039  -1.11
O 2.695 -6.869 -1.838  -0.34
O -4.125 -7.440 -3.263  -0.32
C -0.815 9.204 -1.665  -0.73
C 2.876 -6.392 1.881  -1.47
H -2.094 -7.221 -3.542  0.29
N -1.194 -9.830 -3.243  -0.72
H 8.544 -4.593 4.570  0.28
N -4.264 -0.257 5.244  -0.68
H -2.177 -1.299 -6.726  0.25
H -9.415 -1.798 4.851  0.30
H -6.950 -4.643 2.099  0.31
C 7.379 -2.811 4.332  -0.20
O -2.202 -2.580 -8.345  -0.30
H 8.290 3.772 -2.679  0.35
H -3.811 0.508 9.328  0.29
C -1.518 -1.899 -7.354  -0.72
H -9.542 -0.840 -3.500  0.30
H 4.665 -7.702 -0.569  0.30
H 8.036 11.408 5.307  0.25
H 6.306 4.725 -4.467  0.30
H -6.019 -4.595 3.634  0.22
H -3.255 -9.962 -2.782  0.23
H 1.790 6.902 0.084  0.29
H -0.610 -2.846 -9.592  0.34
H 5.397 6.219 6.186  0.29
O -4.752 2.051 8.192  -0.33
H 2.054 -0.828 0.289  0.19
H -9.553 -4.091 3.685  0.41
O -7.585 -3.425 3.680  -0.23
O -8.692 1.519 -4.199  -0.33
H 7.216 6.228 -5.083  0.27
H 0.988 -0.967 1.786  0.35
H -3.721 -0.797 0.253  0.30
H 3.102 7.821 -0.181  0.28
H 7.173 -1.166 -0.975  0.26
C 8.317 3.972 0.052  -1.52
O 7.693 -1.827 0.949  -0.27
H 6.593 10.783 8.556  0.37
H -5.751 0.556 7.141  0.35
H 4.430 7.175 5.018  0.31
C -8.922 -3.304 3.272  -0.73
C -3.146 -1.213 -0.574  -0.68
C -4.986 1.324 7.025  -0.72
H -9.024 -3.371 2.189  0.34
H -0.931 -4.329 -11.762  0.24
O 7.835 -2.224 3.138  -0.27
H -1.002 -2.574 -6.672  0.30
H -5.287 2.338 -2.895  0.31
H -0.559 -9.045 -3.255  0.25
H -11.503 -2.411 3.997  0.39
H 9.499 5.258 -1.289  0.35
O -7.722 2.375 -2.278  -0.60
C -10.917 -1.639 3.500  -1.43
C -4.567 1.289 9.419  -0.69
C -1.382 -3.418 -9.076  -0.70

---

- Which of these has the highest E?
  C44H111N7O13

---

- gap between HOMO and LUMO of number 1 (C44H111N7O13)?
  0.301 hartree

---

- Which of these has the highest gap between HOMO and LUMO?
  C44H112N8O17